[1]
ORCA calculation (ωB97M-V with the def2-TZVPD basis set) on a molecular structure, C33H59CrF5N2O27S2.

Geometry (Å):
Cr (37.1011, 8.6353, 5.8026)
N (35.5932, 8.1858, 7.0399)
S (35.1536, 8.6614, 8.4317)
O (35.8841, 8.1384, 9.5755)
O (33.7988, 9.1070, 8.5761)
F (35.8616, 10.1089, 8.3103)
S (34.4638, 6.8967, 7.1014)
O (33.1074, 7.3507, 6.7834)
O (34.6854, 5.8737, 8.0954)
F (34.8155, 6.2340, 5.7213)
N (38.3458, 6.3001, 6.0800)
O (38.3639, 7.2203, 6.9266)
O (37.8523, 6.6915, 5.0453)
O (38.5952, 5.1104, 6.2669)
C (29.8861, 8.4293, 8.8853)
C (30.4490, 7.0597, 8.9568)
O (29.7364, 6.4438, 9.9858)
C (29.2828, 7.4007, 10.8527)
O (28.8249, 7.2472, 11.9751)
O (29.4603, 8.6128, 10.2112)
F (31.7654, 7.1277, 9.2034)
H (29.0672, 8.4732, 8.1659)
H (30.6251, 9.1608, 8.5603)
H (30.2922, 6.5404, 8.0111)
C (36.6201, 3.1677, 8.2305)
C (35.4852, 2.6099, 7.3609)
O (35.8797, 1.2895, 7.1079)
C (37.1653, 1.1690, 7.2918)
O (37.8292, 0.2170, 6.9637)
O (37.7089, 2.3483, 7.7552)
F (35.3783, 3.2972, 6.2476)
H (36.3888, 2.9740, 9.2783)
H (36.6977, 4.2432, 8.0815)
H (34.5075, 2.5601, 7.8417)
C (38.0912, 6.1438, 10.1405)
C (37.3896, 5.7869, 11.4237)
O (38.5035, 5.2770, 12.1497)
C (39.4071, 4.8034, 11.2988)
O (40.3571, 4.0914, 11.5830)
O (39.0427, 5.1210, 10.0373)
F (36.5727, 4.7825, 11.1186)
H (38.6146, 7.0933, 10.2695)
H (37.4659, 6.2863, 9.2612)
H (36.8273, 6.5700, 11.9297)
C (33.2612, 1.2185, 10.5112)
C (32.6561, 2.4834, 9.9742)
O (32.1904, 2.4099, 8.6517)
C (31.6029, 3.6661, 8.2074)
C (31.2908, 3.5526, 6.7561)
H (33.1327, 1.1852, 11.5926)
H (32.7985, 0.3314, 10.0775)
H (34.3208, 1.1206, 10.2734)
H (31.8044, 2.7812, 10.5891)
H (33.4161, 3.2676, 9.9470)
H (30.6996, 3.7905, 8.8079)
H (32.2442, 4.5243, 8.4166)
H (30.6282, 2.6989, 6.6181)
H (32.1971, 3.5394, 6.1511)
H (30.7639, 4.4603, 6.4578)
O (36.2166, 10.7005, 5.3393)
C (35.8028, 11.7808, 4.9009)
O (35.7260, 12.9331, 5.6122)
C (35.9222, 13.0295, 7.0486)
C (36.6314, 14.3331, 7.3914)
C (35.2198, 11.9255, 3.5315)
H (36.4452, 12.1583, 7.4432)
H (34.9402, 12.9620, 7.5170)
H (35.9720, 15.1926, 7.2702)
H (37.5251, 14.5039, 6.7910)
H (36.9878, 14.3992, 8.4196)
H (35.7555, 12.6082, 2.8699)
H (34.1555, 12.1542, 3.5594)
H (35.4076, 11.0693, 2.8826)
O (35.8824, 8.3020, 3.9090)
C (35.0727, 7.9073, 3.0681)
O (35.3210, 7.0173, 2.0947)
C (36.6385, 6.4635, 1.9753)
C (36.7328, 5.7035, 0.6538)
C (33.5921, 8.3252, 3.0863)
H (36.7361, 5.7614, 2.8024)
H (37.3672, 7.2730, 1.9442)
H (37.7568, 5.6781, 0.2825)
H (36.1232, 6.0733, -0.1708)
H (36.3572, 4.6952, 0.8312)
H (32.9070, 7.5253, 2.8081)
H (33.5286, 9.1772, 2.4087)
H (33.2745, 8.6604, 4.0734)
O (31.7390, 12.2192, 12.5378)
C (31.1579, 11.2845, 11.9901)
O (29.8365, 11.1683, 11.7387)
C (29.0169, 12.2076, 12.0910)
C (27.5400, 11.9149, 11.7805)
C (31.9728, 10.1427, 11.3975)
H (29.4285, 13.0870, 11.5919)
H (29.1006, 12.4566, 13.1505)
H (27.0487, 12.8881, 11.7836)
H (27.0692, 11.2704, 12.5211)
H (27.5121, 11.5279, 10.7619)
H (31.8122, 9.3161, 12.0910)
H (32.9858, 10.4704, 11.6283)
H (31.7781, 9.9304, 10.3488)
O (32.4920, 5.6901, 0.8363)
C (33.0697, 4.6946, 0.4124)
O (33.3499, 3.5264, 1.0849)
C (32.9964, 3.3189, 2.4744)
C (33.9262, 4.0405, 3.4521)
C (33.5022, 4.5201, -1.0189)
H (33.1854, 2.2759, 2.7269)
H (31.9533, 3.5644, 2.6723)
H (33.7274, 3.7357, 4.4790)
H (33.8235, 5.1266, 3.4474)
H (34.9796, 3.8894, 3.2145)
H (33.5021, 3.4697, -1.3059)
H (34.4711, 4.9891, -1.1862)
H (32.7661, 5.0324, -1.6381)
O (38.3402, 10.1860, 7.0713)
C (39.0461, 10.7710, 7.8530)
O (39.6302, 11.9592, 7.5917)
C (39.7007, 12.5550, 6.3250)
C (40.6410, 11.7729, 5.3891)
C (39.0446, 10.3239, 9.3073)
H (40.0771, 13.5369, 6.6108)
H (38.6723, 12.6333, 5.9702)
H (41.6886, 11.9156, 5.6546)
H (40.5349, 12.0940, 4.3532)
H (40.4735, 10.7002, 5.4847)
H (39.7893, 10.8073, 9.9401)
H (39.3412, 9.2754, 9.3489)
H (38.1043, 10.4056, 9.8513)

As for the spin multiplicity: 5. The calculation puts the HOMO-LUMO gap (spin up / spin down) at 8.69 / 9.04 eV. The expectation value of S² is 6.009. The net charge is 0. For the highest occupied orbital energy (spin up / spin down), the calculation gives -0.3550 / -0.3551 Eh. For the calculated total energy, the calculation gives -157115.4707 eV.

***

[2]
ORCA calculation (ωB97M-V with the def2-TZVPD basis set) on a molecular structure, C33H59CuN2O2P2.

Geometry (Å):
C (-1.6559, 1.5734, -1.6046)
C (-2.1303, -0.7335, -1.6134)
C (-2.6161, 1.8164, -2.5879)
C (-3.2584, -0.4837, -2.4429)
C (-3.4601, 0.7742, -2.9723)
H (-2.7106, 2.8218, -2.9870)
H (-3.8911, -1.3303, -2.6956)
H (-4.2642, 0.9635, -3.6793)
N (-1.4033, 0.3406, -1.1551)
P (-0.3155, 2.3718, 0.7452)
P (-0.1627, -2.5272, -0.6823)
C (-0.8380, 2.7217, -1.0039)
H (0.0627, 2.8797, -1.6143)
H (-1.4273, 3.6446, -1.0570)
C (1.0042, -1.0553, 1.1883)
O (1.7666, -1.4974, 1.9497)
C (-1.7374, -2.0593, -1.3028)
H (-2.4821, -2.8291, -1.5173)
C (0.9239, -2.8797, -2.2251)
C (-0.4749, -4.1319, 0.2997)
C (1.2405, 3.4295, 1.1237)
C (-1.8627, 3.0293, 1.6453)
C (2.3879, -2.7625, -1.7725)
H (2.6134, -3.3990, -0.9065)
H (3.0390, -3.0824, -2.6003)
H (2.6393, -1.7237, -1.5162)
C (0.6321, -4.2599, -2.8220)
H (0.8912, -5.0841, -2.1482)
H (-0.4186, -4.3488, -3.1283)
H (1.2476, -4.3801, -3.7265)
C (0.6281, -1.8230, -3.2954)
H (1.2220, -2.0557, -4.1930)
H (-0.4303, -1.8247, -3.5814)
H (0.9010, -0.8154, -2.9628)
C (0.8856, -4.7668, 0.6516)
H (1.5436, -4.0502, 1.1637)
H (0.7078, -5.6089, 1.3381)
H (1.4101, -5.1684, -0.2250)
C (-1.1962, -3.7431, 1.5989)
H (-0.6322, -3.0137, 2.1910)
H (-2.1890, -3.3205, 1.3975)
H (-1.3314, -4.6513, 2.2086)
C (-1.3728, -5.1405, -0.4292)
H (-0.9572, -5.5032, -1.3729)
H (-1.4943, -6.0168, 0.2265)
H (-2.3688, -4.7269, -0.6214)
C (-1.6947, 2.7613, 3.1488)
H (-2.5673, 3.1759, 3.6762)
H (-1.6513, 1.6828, 3.3493)
H (-0.7997, 3.2309, 3.5731)
C (-3.0835, 2.2362, 1.1521)
H (-3.4035, 2.5439, 0.1483)
H (-2.8839, 1.1576, 1.1517)
H (-3.9243, 2.4202, 1.8387)
C (-2.1138, 4.5280, 1.3898)
H (-3.1664, 4.7418, 1.6297)
H (-1.5071, 5.1688, 2.0371)
H (-1.9518, 4.8261, 0.3466)
C (1.8812, 3.9072, -0.1863)
H (1.2119, 4.5739, -0.7479)
H (2.7893, 4.4804, 0.0581)
H (2.1803, 3.0730, -0.8334)
C (2.2120, 2.4953, 1.8700)
H (2.5480, 1.6695, 1.2308)
H (3.0944, 3.0748, 2.1781)
H (1.7511, 2.0735, 2.7751)
C (0.9736, 4.6634, 1.9956)
H (0.3779, 5.4207, 1.4712)
H (0.5068, 4.4204, 2.9579)
H (1.9468, 5.1271, 2.2231)
Cu (0.1506, 0.1088, 0.0880)
N (1.6837, 0.6871, -1.1355)
C (2.5749, 0.7658, -1.8817)
C (3.7878, 0.9960, -2.7458)
C (3.5129, 0.3590, -4.1060)
C (4.0434, 2.4944, -2.9244)
C (5.0032, 0.3503, -2.0799)
H (3.3530, -0.7238, -3.9959)
H (2.6167, 0.8110, -4.5542)
H (4.3573, 0.5153, -4.7918)
H (4.3172, 2.9665, -1.9714)
H (4.8787, 2.6514, -3.6208)
H (3.1608, 2.9986, -3.3401)
H (5.8992, 0.4937, -2.6999)
H (5.1946, 0.8109, -1.1007)
H (4.8512, -0.7289, -1.9451)
C (-2.0128, -1.5545, 5.0132)
C (-3.3824, -1.1123, 4.4754)
C (-3.1350, -0.9282, 2.9772)
O (-1.7127, -0.7128, 2.7694)
C (-1.0161, -0.9514, 4.0202)
H (-1.8221, -1.2297, 6.0364)
H (-1.9321, -2.6473, 4.9696)
H (-3.6599, -0.1433, 4.9111)
H (-4.1934, -1.8136, 4.6841)
H (-3.4638, -1.8226, 2.4198)
H (-3.6816, -0.0636, 2.5720)
H (-0.6151, 0.0030, 4.4086)
H (-0.1495, -1.6025, 3.8292)

As for the spin multiplicity: 2. The calculation puts the HOMO-LUMO gap (spin up / spin down) at 7.80 / 5.49 eV. The relative energy (zero: lowest compared OMol25 entry of this formula, charge and spin) comes out at 0.0 kJ/mol. The expectation value of S² is 0.779. The net charge is +1. For the highest occupied orbital energy (spin up / spin down), the calculation gives -0.3481 / -0.3478 Eh. For the calculated total energy, the calculation gives -105465.3991 eV.

***

[3]
ORCA calculation (ωB97M-V with the def2-TZVPD basis set) on a molecular structure, C33H59N2O2P2Re.

Geometry (Å):
C (-1.6618, 2.0301, 1.2071)
C (-2.5232, 0.8757, -0.6398)
C (-2.7811, 2.8609, 1.2567)
C (-3.7354, 1.6028, -0.5468)
C (-3.8572, 2.5925, 0.4114)
H (-2.7805, 3.6785, 1.9743)
H (-4.5106, 1.4036, -1.2828)
H (-4.7705, 3.1796, 0.4944)
N (-1.6719, 0.9382, 0.4284)
P (0.6729, 0.8240, 2.2072)
P (-0.7861, -1.0747, -2.0082)
C (-0.3871, 2.3419, 1.9536)
H (0.1967, 3.0945, 1.3979)
H (-0.6477, 2.8185, 2.9054)
C (1.7595, -1.2011, -0.5011)
O (2.7096, -1.7958, -0.8843)
C (-2.0783, 0.1694, -1.7935)
H (-2.9262, -0.1294, -2.4306)
C (-0.6025, -0.4852, -3.9030)
C (-0.9340, -3.0071, -2.2537)
C (2.4677, 1.4606, 2.3680)
C (-0.0203, 0.4066, 3.9536)
C (0.9116, -0.3915, -4.1026)
H (1.4468, -1.3176, -3.8598)
H (1.1212, -0.1550, -5.1579)
H (1.3313, 0.4119, -3.4834)
C (-1.2878, -1.3261, -4.9856)
H (-0.9544, -2.3630, -5.0658)
H (-2.3803, -1.3121, -4.8685)
H (-1.0709, -0.8525, -5.9578)
C (-1.2349, 0.8871, -4.0469)
H (-0.8342, 1.3901, -4.9344)
H (-2.3269, 0.8566, -4.1101)
H (-0.9254, 1.5757, -3.0344)
C (0.2543, -3.5037, -3.0954)
H (1.2033, -3.2496, -2.5998)
H (0.1977, -4.6006, -3.1664)
H (0.2930, -3.1139, -4.1139)
C (-0.8093, -3.7086, -0.9093)
H (0.1638, -3.5097, -0.4466)
H (-1.6031, -3.4085, -0.2184)
H (-0.8819, -4.7991, -1.0541)
C (-2.3148, -3.3524, -2.8112)
H (-2.4735, -3.0508, -3.8476)
H (-2.4482, -4.4440, -2.7713)
H (-3.1023, -2.8961, -2.1966)
C (0.7242, -0.8144, 4.4942)
H (0.3595, -1.0232, 5.5126)
H (0.5359, -1.6998, 3.8791)
H (1.8091, -0.6538, 4.5615)
C (-1.5108, 0.0825, 3.7664)
H (-2.1158, 0.9913, 3.6507)
H (-1.6825, -0.5588, 2.8953)
H (-1.8733, -0.4517, 4.6573)
C (0.0638, 1.5236, 5.0172)
H (-0.6096, 1.2362, 5.8402)
H (1.0616, 1.6244, 5.4542)
H (-0.2644, 2.5089, 4.6692)
C (2.7038, 2.5105, 1.2734)
H (2.2414, 3.4762, 1.5207)
H (3.7865, 2.6830, 1.1701)
H (2.3243, 2.1669, 0.3010)
C (3.4036, 0.2613, 2.1434)
H (3.3149, -0.1461, 1.1289)
H (4.4414, 0.5980, 2.2863)
H (3.2070, -0.5498, 2.8567)
C (2.8058, 2.0882, 3.7225)
H (2.1472, 2.9281, 3.9758)
H (2.8071, 1.3552, 4.5382)
H (3.8295, 2.4905, 3.6614)
Re (0.1980, -0.2484, 0.0086)
N (0.3532, 1.1278, -1.2027)
C (-0.0429, 1.8588, -2.1069)
C (0.8162, 3.1152, -2.4993)
C (0.3940, 3.6429, -3.8613)
C (0.5474, 4.1587, -1.4329)
C (2.2951, 2.7420, -2.5710)
H (0.5851, 2.9112, -4.6561)
H (-0.6665, 3.9197, -3.8795)
H (0.9751, 4.5422, -4.1069)
H (0.8376, 3.7820, -0.4431)
H (1.1182, 5.0759, -1.6331)
H (-0.5220, 4.4065, -1.4130)
H (2.8958, 3.6381, -2.7798)
H (2.6528, 2.3140, -1.6290)
H (2.4867, 2.0233, -3.3774)
C (0.5449, -4.3319, 2.8805)
C (-0.9233, -4.4301, 2.4732)
C (-1.2793, -2.9731, 2.2642)
O (-0.0810, -2.3473, 1.7170)
C (1.0640, -3.2028, 2.0094)
H (0.6129, -4.0442, 3.9373)
H (1.1050, -5.2572, 2.7392)
H (-1.5592, -4.9120, 3.2177)
H (-1.0117, -4.9747, 1.5248)
H (-2.1244, -2.8054, 1.5850)
H (-1.5252, -2.5154, 3.2336)
H (1.8559, -2.6030, 2.4812)
H (1.4801, -3.5908, 1.0680)

As for the spin multiplicity: 4. The calculation puts the HOMO-LUMO gap (spin up / spin down) at 6.98 / 5.96 eV. The relative energy (zero: lowest compared OMol25 entry of this formula, charge and spin) comes out at 247.7 kJ/mol. The expectation value of S² is 3.860. The net charge is +3. For the highest occupied orbital energy (spin up / spin down), the calculation gives -0.6284 / -0.6522 Eh. For the calculated total energy, the calculation gives -62931.0318 eV.

***

[4]
ORCA calculation (ωB97M-V with the def2-TZVPD basis set) on a molecular structure, C33H59N4O3PTi.

Geometry (Å):
Ti (1.2720, 2.6249, 2.5702)
N (0.5876, 2.8683, 0.4798)
C (0.7936, 4.3385, 0.1495)
C (0.1951, 5.2644, 1.1941)
N (0.1542, 4.5261, 2.5157)
C (0.8998, 5.3029, 3.6019)
C (2.3998, 5.2998, 3.3131)
N (2.7763, 4.0462, 2.5816)
C (-1.2221, 4.4960, 2.9905)
C (-2.3049, 4.0230, 2.0349)
N (-2.0167, 2.8133, 1.2173)
H (0.8049, 2.2856, -0.3888)
H (-0.4996, 2.6898, 0.6340)
H (0.3843, 4.5787, -0.8683)
H (1.9151, 4.5379, -0.0427)
H (-0.8349, 5.5984, 1.0586)
H (0.8073, 6.1349, 1.2548)
H (0.8059, 4.7760, 4.5316)
H (0.3887, 6.2887, 3.7717)
H (2.9235, 5.4194, 4.2266)
H (2.7394, 6.1518, 2.7160)
H (3.5962, 3.5669, 2.9755)
H (3.0514, 4.3652, 1.6395)
H (-1.5457, 5.5127, 3.3001)
H (-1.3148, 3.8938, 3.8762)
H (-2.7139, 4.8678, 1.4103)
H (-3.1948, 3.7483, 2.6491)
H (-2.7863, 2.7379, 0.5238)
H (-2.0495, 1.9502, 1.7783)
C (-0.0119, -3.9795, 3.4927)
O (-1.1322, -3.0662, 3.3012)
C (-0.9890, -1.8328, 3.8240)
C (-1.0044, -1.6585, 5.2065)
C (-0.3972, -0.5097, 5.7027)
C (-0.0045, 0.5507, 4.8328)
C (0.7882, 1.6110, 5.2735)
C (1.4602, 1.4614, 6.6077)
O (1.1272, 2.6550, 4.5252)
C (-0.3711, 0.4041, 3.4316)
O (-0.1961, 1.4302, 2.5947)
C (-0.9075, -0.7419, 2.9406)
H (0.5630, -3.7093, 4.3811)
H (0.6188, -3.8978, 2.5668)
H (-0.3600, -5.0005, 3.5742)
H (-1.4210, -2.3853, 5.9164)
H (-0.2701, -0.3166, 6.8120)
H (0.7922, 1.9650, 7.3384)
H (2.3668, 2.0436, 6.6550)
H (1.6107, 0.3819, 6.8178)
H (-1.2011, -0.8595, 1.8783)
C (4.7594, 1.3890, 0.9210)
C (4.0752, 0.7252, 2.1696)
C (4.3227, -0.7156, 2.1100)
C (2.5873, 1.0091, 2.3476)
H (5.4536, 0.6052, 0.4886)
H (5.3819, 2.2148, 1.2096)
H (4.1223, 1.6299, 0.0708)
H (4.5889, 1.1817, 3.0608)
H (3.6731, -1.2508, 1.3724)
H (4.0762, -1.1920, 3.0959)
H (5.3646, -0.9983, 1.9868)
H (2.2471, 0.4035, 3.2189)
H (2.1482, 0.5739, 1.4146)
C (-0.9553, -4.7146, -6.1635)
C (-0.5040, -4.5455, -4.6755)
C (-0.9887, -5.7702, -3.9085)
C (1.0160, -4.5469, -4.6448)
P (-1.0103, -2.9088, -3.8187)
C (-1.0990, -1.8271, -5.3048)
C (0.0242, -0.9309, -5.4455)
C (0.0918, -0.0523, -6.5487)
C (-0.9012, -0.1272, -7.5096)
C (-1.9172, -1.0298, -7.3796)
C (-2.0498, -1.8797, -6.2926)
C (-2.9181, -2.8979, -3.2364)
C (-3.8093, -3.9344, -3.8956)
C (-3.5216, -1.5197, -3.3952)
C (-2.8057, -3.1309, -1.6995)
H (-0.6347, -5.6757, -6.4960)
H (-0.3546, -4.0137, -6.7345)
H (-1.9918, -4.5054, -6.3377)
H (-0.5574, -6.6802, -4.3316)
H (-2.0419, -5.9522, -4.0297)
H (-0.8275, -5.7121, -2.8971)
H (1.4672, -5.4225, -5.1099)
H (1.3783, -4.5701, -3.5906)
H (1.4763, -3.7176, -5.1126)
H (0.8397, -0.9955, -4.7058)
H (0.8963, 0.6412, -6.7329)
H (-0.9447, 0.5395, -8.3705)
H (-2.7550, -0.9251, -8.0709)
H (-2.9487, -2.5604, -6.2753)
H (-3.5833, -4.0735, -4.9587)
H (-4.8141, -3.5178, -3.8203)
H (-3.9091, -4.9865, -3.3543)
H (-3.7750, -1.1257, -4.4209)
H (-2.9181, -0.7683, -2.8402)
H (-4.3861, -1.4926, -2.7484)
H (-2.3135, -4.1091, -1.4694)
H (-3.7659, -3.0226, -1.1631)
H (-2.0618, -2.3665, -1.3457)

As for the spin multiplicity: 3. The calculation puts the HOMO-LUMO gap (spin up / spin down) at 4.35 / 7.11 eV. The relative energy (zero: lowest compared OMol25 entry of this formula, charge and spin) comes out at 126.0 kJ/mol. The expectation value of S² is 2.047. The net charge is 0. For the highest occupied orbital energy (spin up / spin down), the calculation gives -0.1585 / -0.2604 Eh. For the calculated total energy, the calculation gives -79682.0065 eV.